# 1
Formula: C26H34N6O6
Source: the Open Molecules 2025 dataset
Level of theory: wB97M-V/def2-TZVPD

Each line ends with the natural charge from an NBO analysis.
Geometry (Å):
C: 2.04736 -2.59161 -0.58055  0.25
H: -3.29501 1.39550 -0.73591  0.22
O: -7.60808 -0.05209 -1.18040  -0.48
H: 0.18056 4.10236 -1.11249  0.18
H: -1.14262 1.60705 -2.14012  0.20
C: 6.15187 0.91507 2.15317  -0.61
H: 2.57465 1.16902 -1.05855  0.21
H: 7.77654 0.19519 0.02103  0.21
H: -0.19687 0.31133 -0.16285  0.25
C: 0.81435 0.04363 -0.47229  -0.29
C: -6.27327 -0.64436 0.65443  0.27
C: -2.77018 0.17865 1.59506  0.25
N: -2.58361 -0.41981 2.79281  -0.27
O: -7.37944 -1.32585 1.05280  -0.48
C: -4.12701 0.82380 -0.35588  -0.21
C: -6.39879 0.05427 -0.57206  0.28
H: -7.12527 0.25820 -3.17565  0.18
C: 1.05499 -4.46672 -1.03636  0.09
H: -7.12763 -1.36466 3.11321  0.18
C: 0.51077 1.05097 2.26271  -0.33
H: 0.72695 1.34839 3.29183  0.25
N: 4.54253 -0.33275 0.87822  -0.64
H: 0.53909 -5.36962 -0.77645  0.20
H: 0.60543 1.90368 1.58693  0.28
H: 6.35728 2.32264 -0.19621  0.21
C: 1.48943 1.28310 -1.10222  0.08
H: 4.13299 -0.38521 1.80413  0.44
C: -0.01781 3.03810 -0.95459  -0.08
H: 1.70117 2.16170 -3.05491  0.22
N: -1.65959 0.80933 1.21691  -0.29
C: 1.55927 -0.00825 1.89551  0.69
H: 6.33654 0.05075 2.78698  0.21
C: 2.08465 -2.72363 -1.93954  -0.28
H: 2.54451 -2.04575 -2.62772  0.25
H: -0.84551 2.93630 -0.24295  0.19
O: 4.17819 -0.83176 -1.30767  -0.65
C: 5.47563 1.69055 -0.13653  -0.62
H: 6.55402 -0.73626 -0.85368  0.24
H: 0.74752 -0.74222 -1.22604  0.23
O: 1.41628 -3.65579 -0.03112  -0.39
N: -1.37951 -0.16644 3.15414  -0.02
H: 5.35815 1.51051 2.59917  0.21
H: 7.06966 -1.24983 0.75600  0.21
H: -8.30051 -2.49220 2.38648  0.20
H: -0.55488 2.98904 -3.07406  0.22
H: 5.21078 1.36584 -1.13905  0.23
C: -4.00206 0.14108 0.84383  -0.04
C: -0.31141 2.30004 -2.26878  -0.44
H: -4.94392 -1.10774 2.28252  0.24
C: -5.08054 -0.59300 1.34611  -0.28
N: -0.83183 0.56194 2.21544  0.01
C: -7.80887 0.61830 -2.39952  -0.25
H: 2.75302 -2.04175 1.31863  0.27
O: 2.36901 -0.36279 2.73810  -0.64
C: -5.32075 0.77802 -1.05705  -0.29
C: -7.32055 -2.03291 2.26791  -0.25
H: 0.83789 0.61528 -3.08809  0.22
C: 6.86533 -0.38693 0.12645  -0.62
H: 4.65353 2.27281 0.27560  0.21
H: -6.55397 -2.81396 2.24249  0.18
C: 0.98512 1.53296 -2.52571  -0.42
H: -5.40034 1.31716 -1.98745  0.22
C: 3.85960 -0.87487 -0.13649  0.70
H: 1.28882 -4.37979 -3.20203  0.23
C: 1.43991 -3.94949 -2.23361  -0.32
O: 1.16568 2.47005 -0.39930  -0.55
H: 7.05646 1.51596 2.11744  0.22
N: 1.55583 -0.50555 0.64503  -0.41
C: 5.76001 0.47135 0.74555  0.12
H: -8.83357 0.39423 -2.69131  0.20
H: -7.69364 1.70165 -2.28835  0.18
C: 2.55567 -1.55220 0.35696  -0.19

Output
HOMO	-8.11	eV
lowest unoccupied orbital energy	0.6	eV
energy above the lowest of the compared OMol25 structures with the same formula, charge and spin	0.0	kJ/mol
Kohn-Sham gap	0.322	hartree

***

# 2
Formula: C9H24BiN4S3
Source: the Open Molecules 2025 dataset
Level of theory: wB97M-V/def2-TZVPD

Each line ends with the natural charge from an NBO analysis.
Geometry (Å):
H: 1.69423 -1.28870 2.78459  0.41
C: 0.70443 3.29242 -0.04957  -0.74
H: 3.90625 2.58610 2.49539  0.44
H: -3.42240 -1.17316 3.47760  0.21
H: -1.62962 -0.25973 -1.93290  0.41
S: -0.74127 2.17931 -0.20286  0.28
H: -4.47592 0.68887 1.20798  0.20
S: 3.09665 -0.23446 0.32798  -0.15
H: -0.69364 -1.48338 -3.83669  0.26
H: 0.80481 -1.62624 -2.88143  0.22
N: 3.95316 1.89816 1.74048  -0.69
N: 1.32423 -0.33316 2.73002  -0.68
C: 3.08557 0.86391 1.67627  0.33
C: -0.92935 -2.67456 -2.05031  -0.52
H: 0.78625 1.13227 -2.87783  0.22
C: -0.30327 1.02159 -2.80750  -0.25
H: -3.42902 0.69210 3.47611  0.20
H: -0.60537 3.13306 -2.42102  0.29
H: -0.56045 -3.64761 -2.40221  0.29
C: -4.25395 -0.24427 1.74207  -0.40
H: 0.92934 3.41958 1.02055  0.25
N: -0.60982 -0.25219 -2.08725  -0.67
H: 0.71203 -0.21777 3.54405  0.43
C: 0.78436 -3.70919 -0.00081  -0.74
H: -2.02435 -2.64439 -2.17904  0.27
H: 0.49452 -4.74658 -0.22118  0.29
H: -4.47093 -1.17932 1.20931  0.20
H: 1.60413 -3.40041 -0.66095  0.24
S: -0.73223 -2.68884 -0.19093  0.29
H: -0.72298 0.97484 -3.82735  0.26
H: -2.05287 2.12268 -2.18436  0.27
H: 4.46443 2.15660 0.90354  0.45
C: -0.95894 2.16143 -2.05558  -0.52
Bi: 0.48975 -0.26723 0.16155  1.53
C: -3.66307 -0.24172 2.94608  -0.40
H: 1.11151 -3.65221 1.04658  0.25
H: 2.18101 1.42306 3.39321  0.43
N: 2.42664 0.59397 2.83797  -0.41
H: 0.43622 4.27347 -0.46863  0.29
C: -0.28628 -1.52555 -2.80926  -0.26
H: 1.57620 2.87725 -0.57368  0.22

Output
total charge	+3
HOMO	-17.37	eV
lowest unoccupied orbital energy	-11.9	eV
energy above the lowest of the compared OMol25 structures with the same formula, charge and spin	1.2	kJ/mol
Kohn-Sham gap	0.203	hartree

***

# 3
Formula: C40H100As5F30N5O5
Source: the Open Molecules 2025 dataset
Level of theory: wB97M-V/def2-TZVPD

Each line ends with the Mulliken charge.
Geometry (Å):
C: -25.78361 6.03562 1.81976  -0.39
As: -29.51516 -1.61761 -5.70591  2.19
F: -29.31781 -3.31924 -5.63973  -0.51
C: -32.64967 1.43854 -4.49190  -0.91
N: -29.46513 -2.67370 2.42340  0.76
F: -33.90746 -2.36810 0.86446  -0.36
H: -26.92295 2.67682 -1.05162  0.55
C: -28.06667 -2.14426 2.28691  -1.11
H: -32.03071 -1.73162 4.44461  0.47
H: -35.07967 7.24919 -1.89747  0.39
H: -30.12683 -0.45143 1.17636  -0.49
H: -35.41574 4.04852 -0.57649  -0.65
H: -25.29563 4.34542 0.00545  0.48
H: -26.31388 4.81025 3.66684  0.27
H: -25.03619 4.12425 2.65538  0.35
F: -36.35376 2.10670 -1.84048  -0.66
H: -32.86336 -6.88448 -2.93720  0.32
H: -36.20684 6.06193 0.91323  0.34
H: -32.68616 2.17309 -5.26819  0.63
C: -34.90315 7.95115 -1.12924  -0.82
H: -31.80311 -4.60273 -6.45898  0.05
H: -27.54238 -2.26129 3.20530  0.48
C: -33.59197 -0.54659 -3.69391  1.00
H: -32.31552 4.56869 2.15052  0.39
H: -28.72827 7.08160 2.84506  0.40
As: -29.68351 2.39016 3.27612  1.98
F: -29.72661 -1.59347 -4.02364  -0.36
H: -26.64478 7.59288 0.31112  0.48
C: -34.55617 3.21263 3.40612  -1.44
F: -32.49404 -3.96348 -0.29178  -0.43
C: -30.15261 -2.58172 1.10248  -1.00
H: -33.39853 6.07604 1.87455  0.41
H: -35.82844 3.30716 1.63315  0.26
H: -32.60670 2.77043 -1.38801  -0.20
H: -29.73577 -4.49165 4.87165  0.38
As: -38.00290 2.44025 -1.33728  2.13
H: -34.22505 2.21580 0.54202  0.29
H: -29.94549 6.57936 1.68864  0.06
H: -35.86933 -7.48112 -2.73698  0.33
F: -28.25841 2.28616 2.21838  -0.48
H: -34.79748 -8.21593 -3.92826  0.41
F: -37.57096 2.11037 0.33454  -0.50
N: -34.11482 -5.43469 -3.88410  1.23
H: -33.83295 4.92540 -0.76781  -0.10
H: -28.81643 4.97321 0.70480  -0.39
H: -31.71968 0.86143 -4.50905  0.15
C: -28.20090 5.44722 1.42429  1.30
C: -28.88211 6.78981 1.80799  -1.52
C: -33.82399 -0.06445 -6.16009  -0.80
C: -35.11207 1.32535 -4.67721  -0.40
C: -31.65554 -4.68530 -3.55150  -1.62
H: -33.97382 8.47521 -1.30118  0.23
C: -35.51475 6.05402 0.04802  -1.27
N: -26.78964 5.58307 0.77683  0.55
C: -31.57893 -1.91941 3.45666  -1.02
C: -32.66371 0.32951 -7.11238  -0.35
H: -24.84080 6.11517 1.27684  0.48
H: -27.12730 3.45399 -3.75735  0.36
O: -32.78780 1.66835 -7.48608  -0.41
C: -32.90498 5.15109 1.45949  -1.50
C: -25.48355 5.06145 2.98102  -1.19
C: -36.37209 0.50179 -4.61306  -1.20
F: -29.32916 7.68202 -2.07771  -0.57
H: -34.46186 -1.18300 -3.71751  0.31
H: -28.00795 -1.11616 2.03860  0.23
H: -29.67724 -0.78420 3.47303  0.03
H: -34.50073 -8.48131 -2.22704  0.43
C: -33.89513 -6.52695 -2.84754  0.20
F: -31.76095 7.72083 -2.88238  -0.47
H: -34.72648 0.26754 -6.62992  0.71
H: -32.46460 5.48035 0.51348  0.34
C: -33.41992 -0.03425 -2.27854  -1.45
H: -30.93766 -1.16838 -0.33697  -0.14
H: -31.63409 3.72366 -0.33265  -0.47
F: -38.44866 0.78199 -1.60156  -0.51
C: -33.39250 2.91946 0.77476  -0.71
C: -34.79634 -7.72863 -2.97746  -1.44
H: -27.85283 4.86238 -3.11769  0.03
H: -31.69805 0.03783 -6.67995  0.01
C: -26.75209 6.68298 -0.25080  -1.12
H: -35.53783 -3.90152 -4.18544  0.26
H: -33.37854 -0.83661 -1.55489  0.52
As: -33.88378 -4.04055 0.76331  1.78
C: -33.15166 -4.29573 -3.64170  1.04
C: -26.37250 4.21704 0.19881  -1.11
F: -30.44950 3.47778 2.14883  -0.30
H: -28.71633 -4.67914 2.04727  0.46
H: -34.19975 0.71436 -1.97264  -0.22
F: -28.97452 3.82715 4.01908  -0.54
H: -26.11912 7.05405 2.07927  0.46
H: -28.14443 -4.06326 4.33673  0.37
H: -35.39752 3.32292 4.10380  0.42
C: -28.61285 0.05500 -0.78454  -0.41
H: -32.64339 -1.10144 -3.91026  -0.66
H: -31.38732 -5.37407 -2.70162  0.31
H: -33.23598 -3.59087 -4.52709  -0.83
H: -34.21390 2.17870 3.35857  0.30
H: -31.73831 1.98175 -0.08182  -0.04
H: -32.06724 -3.07007 -7.43759  -0.19
F: -37.57851 4.17274 -1.00937  -0.53
O: -34.68701 7.22173 0.07692  -0.39
H: -32.75662 -0.35228 -8.03250  0.46
C: -35.41941 -4.85857 -3.63667  -1.36
C: -31.62639 2.03873 -8.24733  -0.73
F: -35.29957 -4.12095 1.76449  -0.49
H: -34.51257 -6.90534 -5.37902  0.28
C: -34.61602 -5.09886 -6.41898  -0.91
F: -29.79191 0.10728 -5.83340  -0.55
F: -38.20867 2.97180 -2.98179  -0.50
F: -28.94220 1.28155 4.36322  -0.52
C: -29.45728 -4.21074 2.70565  -0.09
C: -26.97878 3.76050 -1.04506  0.68
H: -31.11885 -3.05449 1.27180  -0.39
H: -35.20912 1.86985 -5.65460  0.57
H: -33.48758 -3.81387 -2.72515  0.43
F: -34.87186 -4.02001 -0.70011  -0.49
F: -30.24006 5.82970 -3.51369  -0.50
O: -26.23453 4.37516 -2.06784  -0.45
H: -28.79164 7.68531 1.18786  0.38
F: -32.79177 -4.16139 2.09906  -0.53
N: -33.81801 0.52761 -4.70789  1.00
F: -31.99893 5.34862 -1.85995  -0.61
C: -34.69465 4.76886 -0.09503  1.45
H: -35.02400 1.91558 -3.75542  0.33
O: -33.81692 -3.89162 -6.61650  -0.26
C: -32.49624 -4.10376 -7.20055  -0.14
F: -29.80535 5.51011 -1.03293  -0.36
C: -33.96954 -5.92556 -5.30760  -0.46
H: -31.53074 3.10194 -8.21580  0.30
F: -39.60554 2.81441 -0.88256  -0.48
F: -31.27670 -1.89403 -5.67670  -0.56
H: -33.90079 -1.18170 -6.06916  0.07
C: -26.92016 4.39189 -3.29109  -0.53
H: -32.82398 1.76388 -3.49527  0.07
F: -30.41213 0.92599 2.53417  -0.69
H: -29.75055 -2.23525 4.50083  0.74
H: -28.53267 0.69736 0.07749  0.04
H: -36.15702 6.04345 -0.83200  0.59
H: -27.68744 6.58421 -0.76480  0.24
H: -37.13699 1.07255 -5.06074  0.41
C: -35.05454 3.89429 2.12512  0.00
H: -31.91259 -2.93919 3.28750  0.22
F: -33.91619 -5.76367 0.66540  -0.53
H: -24.58494 5.46402 3.57239  0.39
H: -27.73886 0.00220 -1.47257  0.41
H: -33.79336 3.82820 3.83400  0.40
H: -32.56536 -4.65497 -8.17712  0.40
H: -35.67731 8.64792 -1.13224  0.35
H: -36.17396 -0.45473 -5.04765  0.39
H: -29.34239 0.48336 -1.47040  0.18
As: -30.77207 6.61900 -2.03518  2.04
H: -32.94960 2.62087 1.71656  0.42
F: -31.02948 2.61647 4.42686  -0.51
H: -31.20068 -5.07196 -4.44303  0.30
H: -36.15254 -5.51399 -4.13745  0.49
H: -35.48773 4.86890 2.31006  0.32
H: -25.88752 6.53432 -0.83783  0.41
H: -31.76661 1.70362 -9.27021  0.33
H: -33.97953 -6.04870 -1.78141  -0.11
H: -34.56581 -5.68742 -7.34838  0.42
H: -27.98295 4.21381 -1.01759  -0.55
F: -31.28821 7.40695 -0.55048  -0.48
C: -29.03191 -4.61582 4.07997  -1.55
H: -26.37199 5.00399 -3.95264  0.31
H: -30.71596 1.52220 -7.83880  0.23
C: -32.29825 2.84572 -0.32219  0.32
H: -32.92590 -6.01290 -5.55539  0.36
H: -35.61413 -4.78813 -6.26334  0.35
H: -36.59331 0.31840 -3.55007  0.17
H: -31.91816 -1.24254 2.68427  0.12
H: -28.00488 4.81713 2.32590  -0.31
N: -34.02371 4.20012 1.09232  1.18
H: -26.52332 3.60657 1.09603  0.31
H: -28.74268 -5.65627 3.97058  0.43
F: -27.86587 -1.39897 -5.63880  -0.45
H: -35.58713 -4.67806 -2.60013  0.39
H: -27.50058 -2.66987 1.54505  0.40
H: -29.66480 -3.19928 0.37518  0.78
C: -30.12569 -1.79101 3.52905  -0.12
C: -30.10361 -1.24327 0.42932  1.44
H: -32.45613 0.40281 -2.07091  0.45
O: -28.91328 -1.23297 -0.33188  -0.52
F: -29.63840 -1.69678 -7.48261  -0.56
H: -30.44102 -4.62314 2.51964  0.13
H: -31.11694 -3.77088 -3.36575  0.22

Output
HOMO	-9.61	eV
lowest unoccupied orbital energy	0.0	eV
energy above the lowest of the compared OMol25 structures with the same formula, charge and spin	0.0	kJ/mol
Kohn-Sham gap	0.353	hartree